[1]
# C16H32O

One molecule with the formula C16H32O (ωB97M-V with the def2-TZVPD basis set, OMol25).

ORCA input file:
```
! RIJCOSX wB97M-V def2-TZVPD def2/J DEFGRID3
* xyz 0 1
O 8.935 -1.109 1.113
C 3.865 0.500 -0.449
C -4.979 0.284 0.843
C 6.675 -0.567 0.498
C 0.210 1.860 -0.278
C 1.735 1.836 -0.172
C -4.219 0.869 -0.349
C -2.709 0.622 -0.346
C 2.338 0.462 -0.457
C 8.167 -0.571 0.366
C -0.481 1.050 0.818
C 4.465 -0.876 -0.729
C -4.818 -1.226 1.037
C 5.990 -0.865 -0.837
C -1.997 1.249 0.852
C -5.256 -2.080 -0.153
C -6.739 -1.940 -0.479
H -0.081 1.482 -1.259
H 4.163 -1.571 0.057
H 4.213 1.207 -1.206
H -0.127 2.898 -0.209
H 2.146 2.553 -0.887
H 1.997 -0.253 0.293
H -6.970 -0.935 -0.823
H -5.406 -1.519 1.911
H 2.033 2.161 0.828
H -7.020 -2.639 -1.264
H -2.301 1.045 -1.266
H -5.046 -3.126 0.085
H -4.665 -1.821 -1.032
H -0.069 1.353 1.784
H 6.324 -1.843 -1.191
H -0.268 -0.012 0.684
H -2.221 2.318 0.886
H -2.509 -0.451 -0.362
H -7.343 -2.151 0.400
H 4.200 0.862 0.525
H 4.056 -1.249 -1.672
H 6.393 0.434 0.836
H 8.532 -0.007 -0.517
H 6.374 -1.287 1.261
H -3.773 -1.450 1.262
H -4.395 1.948 -0.365
H -2.380 0.800 1.770
H -6.038 0.517 0.718
H 6.295 -0.121 -1.576
H -4.634 0.462 -1.273
H 1.990 0.113 -1.433
H -4.650 0.782 1.758
*
```

Results
HOMO level (eV): -9.7
LUMO level (eV): 1.00
ΔE to the lowest compared entry with this formula, charge and spin (eV): 0.105
DFT total energy (hartree): -704.08214



[2]
# C3H9O3

A 2-piece molecular cluster, C3H9O3 overall (ωB97M-V with the def2-TZVPD basis set, OMol25).

ORCA input file:
```
! RIJCOSX wB97M-V def2-TZVPD def2/J DEFGRID3
* xyz -1 1
O -0.097 0.679 -1.339
O -0.071 -1.812 2.265
O -2.914 0.449 -1.503
C 0.419 0.168 0.941
C 0.645 -1.376 1.255
C 0.971 0.673 -0.344
H -2.225 -0.201 -1.667
H 0.796 0.679 1.837
H -0.640 0.332 1.108
H 1.774 -1.436 1.324
H 0.200 1.068 -2.139
H 1.712 -0.028 -0.759
H 0.457 -1.863 0.247
H -2.457 1.001 -0.857
H 1.432 1.665 -0.369
*
```

Results
HOMO level (eV): -2.4
LUMO level (eV): 3.50
ΔE to the lowest compared entry with this formula, charge and spin (eV): 1.221
DFT total energy (hartree): -345.38874



[3]
# C16H26MnN4O6S

C16H26MnN4O6S as an isolated structure (ωB97M-V with the def2-TZVPD basis set, OMol25).

ORCA input file:
```
! RIJCOSX wB97M-V def2-TZVPD def2/J DEFGRID3
* xyz 1 5
Mn -1.116 -8.967 -13.073
S -0.841 -7.341 -14.722
O 0.539 -10.283 -12.364
O -1.885 -8.003 -11.624
O -6.158 -9.047 -10.187
O -6.769 -11.155 -10.767
O -3.934 -7.642 -10.648
O 0.617 -11.289 -14.376
N -0.009 -5.536 -12.811
N -2.816 -10.214 -12.758
N 1.620 -6.593 -13.912
N -3.502 -11.308 -13.149
C -1.199 -2.718 -13.681
C 4.851 -6.071 -16.324
C -3.605 -9.587 -11.883
C 0.073 -2.635 -14.513
C 0.168 -10.457 -13.529
C -3.125 -8.279 -11.358
C -1.439 -5.059 -12.627
C -4.706 -11.335 -12.574
C 3.441 -5.540 -16.151
C 2.220 -7.422 -14.946
C 0.347 -6.446 -13.705
C 2.368 -6.608 -16.211
C -6.000 -10.221 -10.820
C -1.886 -4.081 -13.698
C 1.839 -11.979 -13.983
C -4.802 -10.284 -11.712
H 3.244 -4.817 -16.950
H -5.333 -8.504 -10.286
H 3.189 -7.751 -14.577
H -1.933 -2.071 -14.133
H 1.402 -6.103 -16.468
H 4.802 -6.654 -17.236
H 5.581 -5.223 -16.402
H -2.065 -5.943 -12.722
H 2.001 -12.678 -14.770
H 1.640 -8.320 -15.083
H -1.447 -4.691 -11.603
H 2.278 -5.944 -13.497
H 5.078 -6.781 -15.530
H -0.938 -2.492 -12.629
H 0.338 -1.576 -14.588
H -0.123 -3.043 -15.491
H 0.912 -3.233 -14.149
H -2.942 -3.915 -13.532
H 0.685 -4.979 -12.366
H 1.643 -12.486 -13.071
H 3.324 -4.972 -15.230
H -3.120 -11.958 -13.853
H -1.819 -4.553 -14.661
H 2.559 -7.278 -17.053
H -5.420 -12.122 -12.779
H 2.743 -11.354 -13.899
*
```

Results
HOMO level (alpha / beta) (eV): -12.7 / -12.8
<S²>: 6.2894
LUMO level (alpha / beta) (eV): -5.07 / -3.43
ΔE to the lowest compared entry with this formula, charge and spin (eV): 0.401
DFT total energy (hartree): -2844.76131



[4]
# C5H11N2O

An isolated ion of composition C5H11N2O and charge +1 (ωB97M-V with the def2-TZVPD basis set, OMol25).

ORCA input file:
```
! RIJCOSX wB97M-V def2-TZVPD def2/J DEFGRID3
* xyz 1 1
O -0.675 -0.316 0.911
N 1.261 -1.114 -2.853
N 0.163 -1.030 0.164
C 1.482 -0.162 -2.059
C 1.107 1.296 -0.102
C -1.600 -0.788 1.673
C 1.135 -0.120 -0.550
C -2.405 0.201 2.403
H 1.275 1.292 1.016
H 0.107 1.777 -0.170
H -3.022 0.625 1.559
H -3.083 -0.154 3.184
H 1.945 1.875 -0.558
H -2.005 -1.852 1.696
H -1.875 1.073 2.707
H 1.420 -1.027 -3.883
H 2.213 -0.507 -0.219
H 1.988 0.746 -2.449
H 0.568 -1.814 -2.469
*
```

Results
HOMO level (alpha / beta) (eV): -11.6 / -11.6
LUMO level (alpha / beta) (eV): -4.18 / -4.18
ΔE to the lowest compared entry with this formula, charge and spin (eV): 6.364
DFT total energy (hartree): -381.43008



[5]
# C7H8N

An isolated ion of composition C7H8N and charge +1 (ωB97M-V with the def2-TZVPD basis set, OMol25).

ORCA input file:
```
! RIJCOSX wB97M-V def2-TZVPD def2/J DEFGRID3
* xyz 1 1
N 0.289 -0.164 1.677
C -0.751 -0.975 1.128
C -1.038 1.397 0.381
C 1.334 -0.003 0.570
C -0.454 -1.098 -0.472
C -0.282 1.464 -0.853
C -1.261 0.444 1.195
C 0.490 0.046 -0.741
H -0.005 -2.049 -0.504
H 0.219 2.450 -1.158
H -1.146 -1.809 1.678
H 2.061 0.794 0.981
H 1.868 -0.927 0.650
H 0.869 0.014 -1.712
H -0.946 1.307 -1.752
H -1.245 -0.891 -1.067
*
```

Results
HOMO level (eV): -15.4
LUMO level (eV): -6.29
ΔE to the lowest compared entry with this formula, charge and spin (eV): 3.629
DFT total energy (hartree): -325.77696



[6]
# C5H15N2O

A 2-piece molecular cluster, C5H15N2O overall (ωB97M-V with the def2-TZVPD basis set, OMol25).

ORCA input file:
```
! RIJCOSX wB97M-V def2-TZVPD def2/J DEFGRID3
* xyz 1 1
O -3.982 -0.063 0.791
N -0.237 0.963 -0.811
N 5.087 0.074 0.747
C -2.225 -0.489 -0.714
C -3.279 -1.132 0.163
C 1.104 0.245 -0.941
C -1.195 0.293 0.110
C 1.685 0.573 0.326
H 5.455 0.924 1.114
H -1.790 0.977 0.724
H 2.133 -0.213 0.928
H 4.103 0.093 0.598
H -0.744 -0.348 0.878
H 1.656 0.633 -1.803
H 0.823 -0.768 -1.246
H 5.554 -0.303 -0.069
H -2.736 0.209 -1.367
H -4.737 -0.448 1.255
H -2.849 -1.777 0.937
H 1.792 1.632 0.525
H -3.947 -1.702 -0.488
H 0.014 1.829 -0.319
H -1.683 -1.203 -1.340
*
```

Results
HOMO level (eV): -13.4
LUMO level (eV): -7.72
ΔE to the lowest compared entry with this formula, charge and spin (eV): 5.556
DFT total energy (hartree): -383.84684



[7]
# C3H4NOP

C3H4NOP as an isolated structure (ωB97M-V with the def2-TZVPD basis set, OMol25).

ORCA input file:
```
! RIJCOSX wB97M-V def2-TZVPD def2/J DEFGRID3
* xyz 0 1
P 1.260 -0.954 2.534
O -0.530 -2.980 1.649
N 1.291 0.348 1.649
C -0.181 -0.747 0.027
C -0.139 -1.862 1.575
C 0.427 0.517 0.472
H -1.142 -0.658 -0.155
H -0.262 1.380 0.903
H 1.191 1.112 -0.159
H 0.452 -1.284 -0.647
*
```

Results
HOMO level (eV): -8.7
LUMO level (eV): -0.87
ΔE to the lowest compared entry with this formula, charge and spin (eV): 1.721
DFT total energy (hartree): -587.96316